Molecular formula: C7H12N2
Method: DFT, ωB97M-V with the def2-TZVPD basis set

Spin multiplicity = 1
E = -10427.6593 eV
Energy above the lowest of the compared OMol25 structures with the same formula, charge and spin = 5.818 eV

Last column: Löwdin charge in e.
Cartesian coordinates (Å):
1 C -0.086 1.549 -0.979  -0.390
2 C -0.744 0.317 -1.651  -0.069
3 C -0.158 0.238 -0.249  -0.516
4 C 0.879 -0.883 -0.274  -0.086
5 C 0.518 -1.308 1.175  -0.278
6 C -1.024 -1.541 1.133  -0.044
7 C 0.119 -0.060 1.976  -0.120
8 H 1.501 2.465 -0.567  0.098
9 H 0.837 2.654 -2.216  0.152
10 H -0.991 2.322 -0.853  0.176
11 H -1.906 0.008 -1.548  0.148
12 H -0.272 -0.418 -2.397  0.114
13 H 1.974 -0.561 -0.629  0.160
14 H 0.314 -1.672 -0.913  0.112
15 H 1.397 -1.798 1.624  0.120
16 H -1.192 -2.078 0.140  0.116
17 H -1.572 -1.953 2.027  0.130
18 H -0.299 -0.234 2.867  0.067
19 H 0.497 0.969 1.790  0.134
20 N 1.142 1.962 -1.396  0.026
21 N -0.933 0.022 0.939  -0.050

---

Molecular formula: C7H12N2
Method: DFT, ωB97M-V with the def2-TZVPD basis set

⟨S²⟩ = 2.014
Spin multiplicity = 3
E = -10427.1244 eV
Energy above the lowest of the compared OMol25 structures with the same formula, charge and spin = 0.888 eV

Last column: Mulliken spin population.
Cartesian coordinates (Å):
1 C 0.664 -1.853 0.580  -0.037
2 C 0.435 -0.538 0.321  0.498
3 C -1.454 -0.215 -0.362  0.885
4 C -2.154 0.935 0.420  0.018
5 C -2.175 -1.500 -0.446  0.004
6 C 1.277 1.784 0.093  0.011
7 C 2.676 -0.026 -0.420  0.013
8 N 0.490 -2.967 0.867  0.284
9 N 1.378 0.367 0.147  0.191
10 H -1.472 1.720 0.561  -0.005
11 H -2.949 1.130 -0.230  0.004
12 H -2.380 0.402 1.304  0.040
13 H -2.200 -2.090 0.501  0.049
14 H -1.682 -2.233 -1.137  0.024
15 H -3.290 -1.175 -0.699  0.005
16 H 0.931 2.119 -0.967  0.005
17 H 0.574 2.188 0.718  -0.010
18 H 2.284 2.190 0.392  0.003
19 H 3.488 0.445 0.163  0.003
20 H 2.845 -1.110 -0.244  0.009
21 H 2.715 0.429 -1.561  0.007

---

Molecular formula: C7H12N2O2
Method: DFT, ωB97M-V with the def2-TZVPD basis set

Spin multiplicity = 1
E = -14525.7287 eV
SMILES string = [H]/N=C1\NOC(=O)[C@H]1[C@@H](C)CC
Energy above the lowest of the compared OMol25 structures with the same formula, charge and spin = 4.061 eV

Last column: Löwdin charge in e.
Cartesian coordinates (Å):
1 H 2.033 2.772 1.676  0.042
2 N 1.359 2.367 1.055  0.160
3 C 1.685 1.283 0.508  -0.453
4 N 2.912 0.667 0.677  0.067
5 O 3.133 -0.051 -0.500  0.037
6 C 1.906 -0.114 -1.218  -0.352
7 O 1.706 -0.824 -2.202  0.113
8 C 0.806 0.669 -0.521  -0.087
9 C -0.382 -0.353 0.045  -0.223
10 C -0.840 -0.287 1.533  -0.055
11 C -1.662 -0.255 -0.896  -0.220
12 C -2.536 -1.484 -0.813  -0.106
13 H 3.626 1.205 1.161  0.157
14 H 0.470 1.534 -1.122  0.169
15 H 0.217 -1.276 -0.044  0.133
16 H -1.480 -1.115 1.820  0.071
17 H -1.336 0.629 1.650  0.063
18 H -0.069 -0.296 2.240  0.052
19 H -1.214 -0.250 -1.903  0.106
20 H -2.295 0.652 -0.806  0.125
21 H -3.303 -1.328 -1.393  0.002
22 H -1.978 -2.414 -1.213  0.116
23 H -2.760 -1.731 0.266  0.084

---

Molecular formula: C7H12N2O2S
Method: DFT, ωB97M-V with the def2-TZVPD basis set

Spin multiplicity = 1
E = -25361.0610 eV
Energy above the lowest of the compared OMol25 structures with the same formula, charge and spin = 4.166 eV

Last column: Löwdin charge in e.
Cartesian coordinates (Å):
1 C -1.735 -1.138 2.100  -0.094
2 C -0.611 -1.971 2.307  -0.170
3 C -1.291 0.168 2.179  -0.074
4 C 1.635 0.333 -2.284  0.023
5 C -0.448 -1.073 -1.976  -0.073
6 C -0.704 1.391 -2.155  -0.081
7 C 0.257 0.236 -2.203  -0.412
8 N 0.494 -1.293 2.538  0.014
9 N 0.101 0.021 2.384  -0.307
10 O 2.434 0.523 1.478  -0.321
11 O 1.249 2.379 2.645  -0.437
12 S 1.540 0.983 2.784  0.946
13 H -2.774 -1.437 1.899  0.102
14 H -0.457 -3.013 2.362  0.092
15 H -1.794 1.120 2.439  0.128
16 H 2.263 -0.552 -2.406  0.051
17 H 2.153 1.275 -2.534  0.054
18 H 2.452 1.265 0.769  0.110
19 H -0.949 -1.097 -1.035  0.057
20 H 0.173 -1.906 -2.088  0.058
21 H -1.230 -1.146 -2.716  0.081
22 H -0.080 2.370 -2.129  0.109
23 H -1.275 1.403 -3.050  0.057
24 H -1.402 1.159 -1.307  0.087

---

Molecular formula: C7H12N2O3
Method: DFT, ωB97M-V with the def2-TZVPD basis set

Spin multiplicity = 1
E = -16574.9144 eV
Energy above the lowest of the compared OMol25 structures with the same formula, charge and spin = 1.941 eV

Last column: Löwdin charge in e.
Cartesian coordinates (Å):
1 C 1.162 1.263 0.063  -0.455
2 C 2.906 -0.595 0.236  -0.717
3 C 0.220 0.302 -0.622  -0.067
4 C -2.075 1.101 -0.604  -0.002
5 C -1.061 0.076 1.469  -0.022
6 C -1.583 -1.375 -0.523  -0.021
7 C -1.122 0.010 -0.060  -0.522
8 N 2.405 0.814 0.233  0.177
9 N 2.072 -1.408 0.811  0.106
10 O 0.761 2.392 0.286  0.100
11 O 4.009 -0.753 -0.255  -0.009
12 O 0.541 -0.165 -1.788  0.230
13 H -1.731 2.086 -0.300  0.088
14 H -3.071 0.930 -0.201  0.099
15 H -2.126 1.059 -1.689  0.095
16 H -2.017 -0.232 1.879  0.094
17 H -0.285 -0.590 1.837  0.080
18 H -0.845 1.086 1.806  0.090
19 H -0.898 -2.128 -0.144  0.094
20 H -1.606 -1.440 -1.608  0.087
21 H -2.579 -1.579 -0.139  0.095
22 H 3.085 1.484 0.574  0.161
23 H 2.377 -2.373 0.783  0.042
24 H 1.462 0.031 -2.045  0.176

---

Molecular formula: C7H12N2OS
Method: DFT, ωB97M-V with the def2-TZVPD basis set

Spin multiplicity = 1
E = -23313.6091 eV
SMILES string = CCCC[C@H]1SC(N)=NC1=O
Energy above the lowest of the compared OMol25 structures with the same formula, charge and spin = 3.763 eV

Last column: Löwdin charge in e.
Cartesian coordinates (Å):
1 C 3.563 0.911 0.449  -0.095
2 C 2.976 -0.103 -0.713  -0.222
3 C 2.243 -1.461 -0.367  -0.182
4 C 1.107 -0.962 0.846  -0.152
5 C 0.095 -0.425 -0.084  -0.555
6 S -1.530 -1.242 0.043  0.995
7 C -2.447 0.267 -0.060  -0.657
8 N -3.864 0.213 -0.169  0.094
9 N -1.722 1.306 0.117  0.095
10 C -0.315 1.043 -0.021  -0.394
11 O 0.503 2.023 -0.163  0.018
12 H 4.175 1.723 0.060  0.062
13 H 2.889 1.610 0.972  0.059
14 H 4.009 0.370 1.199  0.020
15 H 3.769 -0.797 -1.355  0.144
16 H 2.291 0.640 -1.228  0.087
17 H 1.891 -1.933 -1.219  0.063
18 H 3.094 -2.099 0.091  0.118
19 H 0.770 -1.902 1.398  0.103
20 H 1.697 -0.315 1.589  0.126
21 H 0.405 -0.283 -1.094  0.101
22 H -4.461 0.996 -0.062  0.080
23 H -4.296 -0.573 0.329  0.093

---

Molecular formula: C7H12N3
Method: DFT, ωB97M-V with the def2-TZVPD basis set

Spin multiplicity = 1
E = -11917.0563 eV
Charge = +1
SMILES string = CN1C=CN2CCC[NH+]=C12
Energy above the lowest of the compared OMol25 structures with the same formula, charge and spin = 1.485 eV

Last column: Löwdin charge in e.
Cartesian coordinates (Å):
1 C -0.846 2.298 -1.423  -0.010
2 N -0.306 1.625 -0.246  -0.030
3 C 0.509 2.246 0.751  0.052
4 C 0.948 1.190 1.529  0.000
5 N 0.470 0.022 0.992  0.005
6 C 0.878 -1.314 1.391  -0.076
7 C 0.494 -2.288 0.266  -0.137
8 C -0.758 -2.067 -0.578  -0.118
9 N -1.000 -0.617 -0.821  0.120
10 C -0.236 0.277 -0.138  -0.225
11 H -0.602 3.335 -1.682  0.104
12 H -0.496 1.764 -2.322  0.107
13 H -1.917 2.541 -1.439  0.106
14 H 0.579 3.268 0.834  0.105
15 H 1.716 1.305 2.205  0.113
16 H 0.296 -1.551 2.242  0.124
17 H 1.905 -1.319 1.625  0.125
18 H 1.318 -2.239 -0.420  0.108
19 H 0.410 -3.387 0.546  0.153
20 H -0.504 -2.395 -1.603  0.142
21 H -1.636 -2.450 -0.039  0.133
22 H -1.225 -0.244 -1.671  0.095

---

Molecular formula: C7H12N3O
Method: DFT, ωB97M-V with the def2-TZVPD basis set

Spin multiplicity = 1
E = -13960.7140 eV
Charge = +1
SMILES string = C=Cn1nc[nH+]c1COCC
Energy above the lowest of the compared OMol25 structures with the same formula, charge and spin = 4.558 eV

Last column: Löwdin charge in e.
Cartesian coordinates (Å):
1 C -0.971 2.966 2.270  0.082
2 C -1.466 1.863 1.525  -0.108
3 N -1.099 0.447 1.772  -0.106
4 N -1.195 -0.113 3.016  0.140
5 C -0.765 -1.467 2.768  0.002
6 N -0.410 -1.711 1.371  0.165
7 C -0.624 -0.434 0.747  -0.033
8 C -0.380 -0.014 -0.784  -0.110
9 O -0.098 -1.137 -1.644  -0.172
10 C 1.319 -1.230 -1.961  -0.261
11 C 1.753 -0.425 -3.274  -0.086
12 H -0.523 2.719 3.301  0.094
13 H -1.084 4.027 1.868  0.094
14 H -2.239 2.048 0.703  0.133
15 H -0.721 -2.280 3.564  0.150
16 H -0.081 -2.563 0.899  0.177
17 H -1.213 0.664 -1.198  0.153
18 H 0.573 0.639 -0.780  0.148
19 H 1.528 -2.346 -2.176  0.137
20 H 2.014 -0.924 -1.100  0.126
21 H 1.272 -0.874 -4.220  0.093
22 H 2.891 -0.554 -3.427  0.096
23 H 1.519 0.701 -3.238  0.085

---

Molecular formula: C7H12N3O2P
Method: DFT, ωB97M-V with the def2-TZVPD basis set

Spin multiplicity = 1
E = -25304.2799 eV
Energy above the lowest of the compared OMol25 structures with the same formula, charge and spin = 0.691 eV

Last column: Löwdin charge in e.
Cartesian coordinates (Å):
1 C 0.284 0.523 0.638  -0.497
2 C 0.359 -3.317 0.404  -0.720
3 C -1.626 1.741 -0.105  -0.118
4 C 0.698 2.533 -0.860  -0.027
5 C 0.041 2.813 1.553  -0.039
6 C -0.242 -4.349 -1.769  -0.027
7 C -0.183 1.888 0.328  -0.610
8 N 1.340 0.374 1.344  -0.112
9 N 2.175 -0.130 1.875  0.295
10 N 0.533 -2.017 0.760  -0.168
11 O 0.486 -4.286 1.075  0.123
12 O -0.092 -3.195 -0.884  -0.226
13 P -0.377 -0.987 0.001  1.141
14 H -2.169 2.763 -0.242  0.122
15 H -1.648 1.336 -1.141  0.071
16 H -2.044 1.075 0.669  0.073
17 H 1.780 2.102 -0.750  0.108
18 H 0.909 3.598 -0.604  0.076
19 H 0.325 2.250 -1.773  0.031
20 H 0.990 3.433 1.516  0.103
21 H 0.185 2.167 2.378  0.055
22 H -0.809 3.444 1.604  0.067
23 H -1.100 -4.041 -2.419  0.098
24 H -0.451 -5.371 -1.271  0.123
25 H 0.637 -4.346 -2.329  0.057

---

Molecular formula: C7H12N3Re
Method: DFT, ωB97M-V with the def2-TZVPD basis set

⟨S²⟩ = 3.771
Spin multiplicity = 4
E = -14042.3226 eV
Charge = +1
Energy above the lowest of the compared OMol25 structures with the same formula, charge and spin = 0.000 eV

Last column: Mulliken spin population.
Cartesian coordinates (Å):
1 C -0.180 -0.233 -3.438  0.084
2 Re -0.072 -0.953 -1.415  2.727
3 N -0.730 -2.572 -0.375  0.008
4 H 0.532 -2.290 -2.160  0.010
5 H 0.018 -2.928 0.208  -0.001
6 H -0.933 -1.069 -2.933  -0.031
7 H 0.230 -0.717 -4.337  0.014
8 H 0.735 0.114 -2.857  -0.044
9 H -0.786 0.649 -3.697  0.018
10 H -1.532 -2.479 0.251  0.013
11 H -0.995 -3.347 -0.978  0.011
12 N 0.755 3.637 4.331  0.036
13 C 0.584 2.791 3.531  -0.015
14 C 0.415 1.845 2.461  0.063
15 C 0.156 0.498 2.737  -0.033
16 C -0.001 -0.358 1.647  0.066
17 N 0.099 0.047 0.321  0.062
18 C 0.297 1.378 0.089  0.017
19 C 0.491 2.291 1.120  -0.021
20 H 0.072 0.111 3.766  -0.001
21 H -0.196 -1.423 1.814  0.002
22 H 0.340 1.669 -0.957  0.018
23 H 0.702 3.341 0.873  -0.004

---

What is the formula in the third record? C7H12N2O2